The following is a quantum chemistry calculation of C55H50N5OPSe3SnTe as an isolated structure, from the Open Molecules 2025 dataset.

```
! RIJCOSX wB97M-V def2-TZVPD def2/J DEFGRID3
* xyz 0 1
Te -2.18107 0.09994 4.82436
Sn -0.17716 -0.06574 1.23343
Se 0.20931 -0.41296 5.44048
Se 1.31747 0.33162 3.54987
Se -2.23258 -1.03095 2.63609
P -1.13840 2.82466 1.27364
O -1.42821 3.25459 -3.50417
N 0.59627 -2.18489 0.91834
N 2.27206 -3.78182 0.62385
N -0.24725 2.05039 -2.00453
N 2.85633 -1.57889 0.69174
N -7.22460 -2.87676 -5.46447
C -0.95055 -3.63668 -0.27283
C -4.03861 -0.30038 -2.93306
C -3.45052 -1.19292 -2.03211
C 3.35210 -4.28270 -0.13848
C -0.51784 -4.04378 2.07805
C -0.92959 3.08726 -2.23743
C 0.69858 4.05834 4.73461
C -2.82819 2.77464 1.97783
C -6.43042 -2.51466 -4.71760
C -1.83393 5.38455 0.67956
C -5.43103 -2.06018 -3.78748
C 0.86114 4.63310 2.03213
C 0.22964 -3.73804 3.34156
C 1.85154 -2.47802 0.72560
C 5.40958 -0.51858 0.43655
C -1.40487 -5.11574 2.01478
C 1.75799 0.64220 0.53497
C -5.01686 -0.72983 -3.80893
C -0.22185 1.26353 -3.25343
C -1.53030 -0.39644 -0.40091
C 3.31963 -6.26067 1.42284
C -4.58643 3.44592 3.48435
C 3.88554 -5.51947 0.24354
C 1.73069 5.24082 2.92205
C -5.04482 1.84170 1.75865
C -0.15913 3.43554 3.83993
C 2.89068 -0.17233 0.56037
C 1.16124 0.79040 -3.71273
C 1.56672 -0.52129 -3.05587
C -1.95132 6.56887 -1.38458
C -2.39036 -0.76371 -1.17014
C -5.47439 2.59448 2.83990
C 2.22851 1.86358 -3.52637
C -1.28514 4.22517 -1.34813
C 3.84543 -3.61498 -1.25359
C -4.88349 -2.94664 -2.86262
C 5.45600 -5.36341 -1.59489
C -2.04788 -5.45704 0.83547
C 4.18606 0.36293 0.41914
C -0.31802 -3.29229 0.91649
C -2.10463 6.54847 -0.00942
C 1.96125 2.00779 0.35850
C 4.32897 1.73196 0.27875
C -3.27342 3.54212 3.05188
C -1.80918 -4.72231 -0.31738
C 1.64785 4.95824 4.27888
C -3.90635 -2.51287 -1.98773
C 4.90355 -4.15024 -1.97203
C -1.55807 5.41872 -2.03474
C -1.40863 4.20909 0.05030
C -0.87992 2.18875 -4.28467
C 3.22071 2.56208 0.24109
C 4.93441 -6.04020 -0.50174
C -3.72635 1.92461 1.33704
C -0.09974 3.72590 2.48200
H -0.32630 -4.08337 4.21164
H 1.10316 2.65798 0.27177
H 1.70835 -0.38045 -1.98472
H -0.75373 -3.04151 -1.15581
H 5.27971 -3.62164 -2.83794
H -2.59762 4.21285 3.56749
H -2.28306 -5.00227 -1.24967
H 6.28183 -5.78530 -2.15078
H -0.86718 2.70631 4.20717
H -0.15376 2.61259 -4.98359
H 2.32879 5.43109 4.97444
H 2.50035 -0.88685 -3.48674
H -2.14690 7.47020 -1.94971
H 1.05115 0.60025 -4.78834
H -3.49079 -3.18630 -1.24944
H 2.47343 5.93705 2.55472
H 0.80084 -1.28736 -3.19712
H 3.20018 1.49451 -3.85820
H -1.95145 5.38588 1.75375
H 5.39891 -1.25747 -0.37002
H 5.51288 -1.05544 1.38455
H 2.00459 2.76596 -4.09935
H -0.83581 0.37911 -3.07532
H 2.30741 2.14163 -2.47535
H -3.39091 1.31659 0.50742
H 3.76486 -2.01264 0.69373
H -1.58499 -5.69270 2.91359
H 0.63560 3.81361 5.78692
H -5.72755 1.17119 1.25336
H 1.57885 -4.46113 0.90145
H -5.46455 -0.04039 -4.51171
H 6.30557 0.08590 0.31094
H 1.20591 -4.23439 3.34747
H 3.38783 -2.68859 -1.57440
H 0.92713 4.87972 0.97906
H 0.40799 -2.67222 3.45313
H 3.31868 -5.63735 2.31893
H 5.32483 2.14914 0.19243
H -1.45247 5.42717 -3.10771
H 5.35597 -6.99510 -0.21203
H -3.73418 0.73746 -2.92660
H -2.43382 7.42850 0.52725
H -4.91490 4.03607 4.33009
H -5.22964 -3.97082 -2.83444
H 3.33837 3.63103 0.12106
H 3.90123 -7.15711 1.62803
H -6.49780 2.51853 3.18397
H -1.68148 1.71622 -4.84952
H -2.73045 -6.29636 0.81506
H 2.28679 -6.57431 1.24253
*
```



The following is a quantum chemistry calculation of a 3-piece molecular cluster, C55H51BrO11P2 overall, from the Open Molecules 2025 dataset.

```
! RIJCOSX wB97M-V def2-TZVPD def2/J DEFGRID3
* xyz 0 1
Br 3.51640 5.07999 1.85301
P -0.95928 -0.08496 -4.26781
P -1.36589 -0.14638 -0.61190
O -0.02557 6.07665 -4.95298
O 1.52213 5.96464 -0.72426
O -1.66612 6.63608 -2.60351
O 0.58967 -4.96641 -2.00151
O 2.00996 0.49872 -6.23114
O -1.00675 2.11948 1.57778
O 3.11304 2.11603 3.11362
O 3.99755 -8.94402 -3.01309
O 0.54147 7.34899 -3.12762
O -2.75127 3.93513 7.16446
O -5.06545 -0.74550 6.06814
C 0.94833 3.68201 -2.93670
C 5.05797 -6.60701 -1.91046
C 3.70129 -6.76459 -2.19483
C 4.64400 -4.34457 -1.18566
C 1.44038 4.75666 -0.41294
C 3.21488 -8.04634 -2.75352
C -4.67631 2.03445 2.96810
C 3.47491 1.03259 2.23070
C 1.71364 2.44444 3.02185
C -0.67344 7.36833 -2.38084
C 2.81399 -5.71502 -1.95604
C -4.11914 3.27578 3.26674
C 0.35735 2.49400 -3.77604
C -4.50931 0.31244 6.31070
C -2.90493 1.05297 10.19378
C 5.10241 1.03442 2.14076
C -3.66875 3.54637 4.55378
C -0.97043 -8.60182 -3.36566
C -0.88160 -2.25006 1.21079
C -3.34830 1.80223 7.94266
C 1.66691 4.94967 -3.60440
C 0.82716 3.61625 -1.37423
C 1.27657 3.11028 1.63476
C 5.52645 -5.40089 -1.40123
C -4.35633 1.33942 5.25598
C 2.02925 1.94545 -5.80396
C -0.77659 8.36286 -1.11458
C -0.50372 1.22563 -1.55555
C -2.99723 -0.70428 -1.36985
C 3.29019 -4.49986 -1.46130
C 0.08608 2.40498 -0.69746
C -0.49862 -7.38371 -2.88822
C 5.64159 0.75956 0.65444
C -0.23114 -1.55923 -0.09952
C 0.87090 -7.18968 -2.70185
C 0.67023 6.16010 -3.91136
C 2.59094 0.75740 -4.75024
C -2.73119 0.16619 -4.86045
C -2.81046 2.03155 9.20997
C 0.50042 2.60472 -5.35756
C -0.07646 -9.62685 -3.66740
C 1.36471 -5.88521 -2.20681
C -3.77600 2.57393 5.54912
C -0.01696 2.47476 0.90275
C 1.28813 -9.43948 -3.47788
C 1.95637 4.20675 1.01645
C -3.54452 -0.15379 9.91891
C -0.60008 -1.83421 -3.68122
C -0.35091 1.25231 -3.10394
C -3.97092 0.58604 7.66229
C -4.80070 1.06960 3.96133
C -4.12696 -0.57289 -0.18793
C -4.07668 -0.38828 8.65605
C 1.76366 -8.22331 -2.98537
C -3.25528 2.85550 6.90625
H 6.58101 -5.28297 -1.17396
H 0.06102 -2.29800 -0.91757
H 3.06101 1.12058 1.16840
H 0.53123 -2.06970 -3.65131
H -3.57300 -0.31624 0.78322
H -0.90678 9.42891 -1.49976
H 3.18672 0.00194 2.65633
H 5.41920 2.09480 2.42280
H -2.95711 -1.83296 -1.60513
H 3.62352 0.37115 -5.09021
H -3.38658 -0.07051 -2.23075
H -4.67916 -1.55448 -0.01683
H -3.62428 -0.91421 10.68917
H -0.07697 -2.69655 1.91057
H 2.60667 -3.67501 -1.28609
H 1.42467 3.12736 3.89023
H -4.03074 4.03133 2.49280
H 5.75108 -7.42459 -2.08117
H 1.97922 -10.24345 -3.71019
H -2.31362 2.97071 9.43196
H -2.48141 1.23151 11.17698
H 0.51166 3.66929 -5.76327
H -3.50232 -0.52865 -4.37217
H 5.48017 -0.33752 0.37534
H -3.03397 1.27789 -4.76187
H -4.82683 0.32034 -0.39220
H 1.83175 0.00001 -4.36750
H -3.23045 4.51331 4.77890
H 1.11206 1.46097 3.12543
H 2.52915 5.31045 -2.92862
H -1.68512 8.05973 -0.47544
H 5.09131 1.44625 -0.08882
H -1.20052 -6.58835 -2.65818
H -4.56955 -1.33227 8.44644
H -5.24041 0.10610 3.72362
H -1.41005 -1.44577 1.85134
H -2.77633 -0.04970 -5.99529
H -5.01584 1.81973 1.95999
H -1.10016 -2.15069 -2.70753
H -1.01732 -2.54671 -4.49318
H 5.01192 -3.40043 -0.79676
H -0.44465 -10.57466 -4.04673
H 5.56024 0.31101 2.91345
H -1.62476 -3.05657 0.89714
H 6.77354 0.96370 0.63320
H 0.15282 8.30648 -0.43993
H 2.12211 4.59052 -4.58541
H 0.75783 -1.08018 0.26594
H -0.27109 2.01144 -5.95089
H 2.83975 2.68982 -6.27800
H -2.03618 -8.75223 -3.50489
*
```

The SMILES is CCCOCC1=C(Br)C(=O)c2c(CC(=O)OC(C)=O)c(C[C@H]3CO3)c(P(C)C)c(P(CC)CC)c2C1=O.O=C1c2ccccc2C(=O)c2ccccc21.O=C1c2ccccc2C(=O)c2ccccc21.



no.,E_HOMO (Eh)
1,-0.25049
2,-0.27525